{"formula": "C4H11N2O", "method": "ωB97M-V/def2-TZVPD", "lumo_ev": -4.677, "orbital_gap_ev": 9.5, "total_energy_ha": -343.453545, "charge": 1, "largest_force_ev_per_a": 2.56, "e_above_lowest_kj_mol": 290.4, "species": ["C", "C", "C", "N", "H", "H", "H", "H", "H", "H", "N", "C", "O", "H", "H", "H", "H", "H"], "xyz": [[0.876, 1.903, 0.745], [0.475, 2.669, -0.301], [1.625, -0.145, 1.535], [0.951, 0.502, 0.657], [1.206, 2.297, 1.707], [0.360, 2.134, -1.246], [0.236, 3.742, -0.296], [1.907, -1.198, 1.312], [1.788, 0.278, 2.479], [0.485, -0.124, -0.277], [-0.106, -1.159, -1.063], [-1.423, -1.317, -0.468], [-2.161, -2.412, -1.016], [0.380, -2.042, -1.016], [-0.268, -0.974, -2.052], [-1.305, -1.467, 0.625], [-1.964, -0.368, -0.631], [-3.063, -2.320, -0.695]], "atomic_forces_ev_per_a": [[-1.1, 2.0, -0.5], [0.2, -1.4, 0.7], [-1.1, -1.5, -1.7], [1.2, -0.3, -0.7], [-0.3, 0.1, -0.2], [-0.3, 0.3, 0.1], [0.6, -0.6, 0.3], [-0.5, 0.8, 0.4], [0.9, 0.7, 1.1], [0.6, 0.0, 0.4], [-0.8, -0.1, -0.5], [-1.2, -0.1, 0.9], [1.0, 0.8, 0.1], [0.3, -0.3, 0.0], [0.4, 0.1, 0.0], [0.1, 0.1, -0.5], [0.2, -0.3, 0.1], [-0.2, -0.2, -0.1]]}